Entry 1:
{"formula": "C6H7N", "method": "ωB97M-V/def2-TZVPD", "e_homo_ev": -8.54, "lumo_ev": 0.5, "orbital_gap_ev": 9.0052, "charge": 0, "elements": ["C", "C", "C", "C", "C", "C", "N", "H", "H", "H", "H", "H", "H", "H"], "coordinates": [[-0.327, 1.377, 1.128], [-1.185, -0.642, 0.721], [-1.197, 0.729, 0.216], [0.570, 1.648, -0.086], [-0.444, 1.043, -1.087], [-0.425, -1.886, 0.900], [-2.370, -0.252, 0.492], [0.717, 2.702, -0.339], [1.382, 1.026, 0.230], [-0.121, 0.190, -1.723], [-0.872, 1.760, -1.807], [0.330, -1.672, 1.732], [0.155, -2.053, -0.117], [-1.190, -2.619, 1.338]], "mulliken_charge": [-1.099, 0.125, 1.424, -0.205, -0.866, -0.775, -0.602, 0.329, 0.305, 0.246, 0.276, 0.279, 0.250, 0.312]}

Entry 2:
{"formula": "C6H8N2S2", "method": "ωB97M-V/def2-TZVPD", "e_homo_ev": -8.46, "lumo_ev": 0.1, "orbital_gap_ev": 8.5604, "smiles": "Cn1ccnc1.S=C1CS1", "charge": 0, "elements": ["C", "N", "C", "C", "N", "C", "H", "H", "H", "H", "H", "H", "S", "C", "C", "S", "H", "H"], "coordinates": [[-2.164, 1.591, -0.672], [-1.424, 0.514, -0.013], [-1.804, -0.778, 0.336], [-0.828, -1.367, 1.004], [0.198, -0.512, 1.003], [-0.148, 0.617, 0.433], [-3.143, 1.258, -0.576], [-1.925, 2.590, -0.076], [-1.804, 1.702, -1.757], [-2.850, -0.997, 0.182], [-0.648, -2.311, 1.532], [0.581, 1.430, 0.309], [1.375, 0.020, -2.027], [2.359, -0.211, -0.880], [2.931, -1.099, 0.147], [3.343, 0.762, 0.199], [2.160, -1.371, 0.895], [3.792, -1.838, -0.038]], "mulliken_charge": [-0.798, 0.259, -0.283, -0.481, -0.432, -0.496, 0.327, 0.284, 0.238, 0.362, 0.399, 0.525, -0.292, 0.336, -0.387, -0.122, 0.280, 0.278]}

Entry 3:
{"formula": "C5H11N", "method": "ωB97M-V/def2-TZVPD", "e_homo_ev": -7.32, "lumo_ev": 1.0, "orbital_gap_ev": 8.3593, "smiles": "CC(C)=C(C)N", "charge": 0, "elements": ["C", "C", "C", "C", "C", "N", "H", "H", "H", "H", "H", "H", "H", "H", "H", "H", "H"], "coordinates": [[0.031, 0.967, 1.732], [0.209, 0.097, 0.530], [1.486, -0.744, 0.479], [-0.587, 0.094, -0.587], [-0.114, -0.513, -1.863], [-1.900, 0.586, -0.555], [0.602, 1.895, 1.683], [-0.988, 1.186, 2.049], [0.440, 0.394, 2.578], [1.862, -0.690, 1.505], [1.366, -1.730, 0.052], [2.242, -0.161, -0.053], [-0.092, -1.605, -1.763], [0.938, -0.265, -2.024], [-0.623, -0.181, -2.766], [-2.381, 0.414, 0.299], [-2.490, 0.255, -1.296]], "mulliken_charge": [-1.248, 0.496, -1.518, 0.789, -1.391, -0.591, 0.231, 0.313, 0.360, 0.413, 0.322, 0.323, 0.296, 0.327, 0.423, 0.228, 0.228]}

Entry 4:
{"formula": "C20H17N5O7S", "method": "ωB97M-V/def2-TZVPD", "e_homo_ev": -8.74, "lumo_ev": -1.2, "orbital_gap_ev": 7.5448, "smiles": "CCCn1c(=O)[nH]c2nc(-c3ccc(S(=O)(=O)Oc4ccc([N+](=O)[O-])cc4)cc3)[nH]c2c1=O", "charge": 0, "elements": ["C", "C", "C", "N", "C", "O", "N", "C", "N", "C", "C", "C", "C", "C", "S", "O", "O", "O", "C", "C", "C", "C", "N", "O", "O", "C", "C", "C", "C", "N", "C", "C", "O", "H", "H", "H", "H", "H", "H", "H", "H", "H", "H", "H", "H", "H", "H", "H", "H", "H"], "coordinates": [[3.228, 2.925, -5.804], [2.723, 4.348, -6.024], [1.184, 4.561, -5.889], [0.711, 4.405, -4.502], [1.088, 5.247, -3.470], [1.492, 6.337, -3.699], [0.860, 5.005, -2.119], [0.369, 3.796, -1.728], [0.094, 3.433, -0.444], [-0.313, 2.209, -0.596], [-0.657, 1.259, 0.557], [-0.874, 1.766, 1.829], [-1.164, 0.817, 2.853], [-1.242, -0.504, 2.560], [-1.526, -1.607, 3.941], [-2.877, -2.055, 3.837], [-1.306, -0.863, 5.202], [-0.491, -2.903, 3.725], [-0.873, -4.210, 4.066], [-2.047, -4.773, 4.559], [-2.132, -6.111, 5.010], [-0.978, -6.996, 4.967], [-1.213, -8.341, 5.400], [-0.295, -9.233, 5.299], [-2.272, -8.604, 5.992], [0.222, -6.463, 4.441], [0.252, -5.085, 4.030], [-0.911, -0.950, 1.243], [-0.673, -0.049, 0.241], [-0.389, 1.836, -1.926], [0.074, 2.876, -2.681], [0.212, 3.085, -4.054], [-0.107, 2.233, -4.747], [3.025, 2.715, -4.787], [2.696, 2.237, -6.509], [4.353, 3.075, -5.918], [2.794, 4.350, -7.139], [3.300, 5.209, -5.584], [0.626, 3.756, -6.416], [1.069, 5.555, -6.213], [0.600, 5.817, -1.448], [-0.974, 2.837, 1.992], [-1.375, 1.263, 3.845], [-3.062, -4.321, 4.591], [-3.119, -6.453, 5.253], [1.037, -7.268, 4.366], [1.298, -4.751, 3.751], [-0.991, -2.001, 1.122], [-0.478, -0.375, -0.812], [-0.968, 0.965, -2.165]], "mulliken_charge": [-0.985, -0.471, -0.870, 0.107, 0.347, -0.645, -0.139, 1.030, -0.722, -0.039, 0.920, -0.762, -0.368, 0.078, 1.389, -0.619, -0.654, -0.250, 0.384, -0.138, -0.569, 0.002, 0.853, -0.566, -0.542, -0.471, -0.114, -0.576, -0.816, -0.120, 0.062, -0.175, -0.557, 0.242, 0.283, 0.335, 0.313, 0.382, 0.446, 0.321, 0.315, 0.421, 0.388, 0.335, 0.406, 0.345, 0.306, 0.494, 0.289, 0.374]}

Entry 5:
{"formula": "C9H22ClO7P2S", "method": "ωB97M-V/def2-TZVPD", "e_homo_ev": -4.81, "lumo_ev": 2.6, "orbital_gap_ev": 7.3964, "charge": -1, "elements": ["C", "C", "C", "C", "P", "O", "C", "Cl", "C", "P", "O", "O", "S", "O", "H", "H", "H", "H", "H", "H", "H", "H", "H", "H", "H", "H", "H", "H", "H", "H", "C", "O", "C", "O", "O", "C", "H", "H", "H", "H", "H", "H"], "coordinates": [[2.865, -2.053, -1.519], [2.193, -0.733, -1.144], [0.813, -0.577, -1.794], [0.332, 0.871, -1.801], [-1.304, 1.234, -2.666], [-2.045, 1.720, -1.063], [-3.069, 0.980, -0.670], [-4.738, 1.873, -0.831], [-3.142, -0.296, -1.553], [-3.375, -1.853, -0.609], [-4.869, -2.281, -1.084], [-2.431, -2.921, -1.354], [-3.075, -1.895, 1.294], [-1.960, -0.414, -2.257], [3.069, -2.097, -2.592], [2.200, -2.888, -1.278], [3.799, -2.208, -0.973], [2.044, -0.722, -0.061], [2.841, 0.105, -1.418], [0.106, -1.200, -1.245], [0.849, -0.947, -2.827], [0.301, 1.251, -0.777], [1.060, 1.473, -2.361], [-0.770, 0.743, -3.918], [-0.892, 2.586, -2.933], [-2.590, 1.494, -3.271], [-3.057, 0.778, 0.400], [-4.013, -0.221, -2.218], [-4.971, -3.239, -0.986], [-2.395, -2.735, -2.308], [-0.087, 1.614, 3.644], [1.056, 1.432, 4.500], [2.186, 1.200, 3.840], [2.307, 1.162, 2.645], [3.170, 1.012, 4.729], [4.440, 0.743, 4.130], [-0.924, 1.790, 4.312], [0.062, 2.467, 2.986], [-0.263, 0.723, 3.044], [4.753, 1.576, 3.502], [4.395, -0.162, 3.527], [5.131, 0.613, 4.957]], "mulliken_charge": [-1.324, -0.206, -0.120, -1.026, -0.254, -0.535, 0.273, -0.340, -0.263, 0.723, -0.492, -0.510, -0.497, -0.435, 0.335, 0.286, 0.378, 0.162, 0.392, 0.079, 0.276, 0.159, 0.475, 0.053, 0.031, 0.111, 0.245, 0.349, 0.331, 0.355, -0.616, -0.336, 0.811, -0.533, -0.338, -0.612, 0.221, 0.296, 0.310, 0.284, 0.294, 0.207]}

Entry 6:
{"formula": "C36H28Co2N2O5P", "method": "ωB97M-V/def2-TZVPD", "e_homo_ev": -2.45, "lumo_ev": 2.3, "orbital_gap_ev": 4.7939, "charge": -1, "elements": ["O", "C", "Co", "C", "O", "C", "O", "C", "C", "C", "C", "C", "C", "C", "C", "C", "Co", "C", "O", "C", "O", "P", "C", "C", "C", "C", "C", "C", "C", "C", "C", "C", "C", "C", "C", "C", "C", "C", "C", "C", "H", "H", "H", "H", "H", "H", "H", "H", "H", "H", "H", "H", "H", "H", "H", "H", "H", "H", "H", "H", "H", "H", "C", "C", "C", "N", "C", "N", "H", "H", "H", "H", "H", "H"], "coordinates": [[-1.002, 1.324, -4.709], [-0.698, 1.212, -3.599], [-0.299, 1.126, -1.898], [-2.010, 0.801, -1.490], [-3.154, 0.639, -1.346], [1.027, 0.042, -2.245], [1.852, -0.721, -2.535], [0.920, 2.251, -1.153], [-0.228, 2.913, -1.643], [-0.673, 3.971, -2.401], [-2.046, 4.381, -2.528], [-2.440, 5.256, -3.582], [-3.779, 5.572, -3.773], [-4.756, 5.066, -2.900], [-4.381, 4.249, -1.828], [-3.042, 3.920, -1.639], [-0.002, 2.491, 0.440], [-1.542, 2.604, 1.274], [-2.513, 2.694, 1.914], [0.960, 3.777, 1.119], [1.613, 4.598, 1.619], [0.885, 0.875, 1.513], [-0.061, -0.687, 1.672], [0.515, -1.826, 2.252], [-0.205, -3.026, 2.304], [-1.516, -3.080, 1.816], [-2.114, -1.927, 1.302], [-1.399, -0.729, 1.261], [2.500, 0.397, 0.788], [2.749, -0.881, 0.279], [3.981, -1.165, -0.316], [4.942, -0.163, -0.466], [4.684, 1.125, 0.010], [3.471, 1.404, 0.645], [1.349, 1.146, 3.275], [2.658, 1.002, 3.758], [2.943, 1.258, 5.105], [1.920, 1.629, 5.982], [0.607, 1.743, 5.511], [0.321, 1.502, 4.164], [1.968, 2.441, -1.318], [0.071, 4.499, -3.011], [-1.662, 5.648, -4.244], [-4.074, 6.213, -4.605], [-5.808, 5.313, -3.055], [-5.128, 3.860, -1.136], [-2.733, 3.317, -0.780], [1.531, -1.780, 2.653], [0.262, -3.917, 2.725], [-2.079, -4.015, 1.843], [-3.146, -1.945, 0.947], [-1.892, 0.186, 0.924], [1.996, -1.663, 0.367], [4.174, -2.178, -0.674], [5.885, -0.384, -0.969], [5.417, 1.923, -0.115], [3.272, 2.411, 1.025], [3.462, 0.685, 3.093], [3.970, 1.161, 5.461], [2.145, 1.829, 7.031], [-0.200, 2.018, 6.190], [-0.708, 1.586, 3.802], [-0.187, -4.368, -4.540], [-0.732, -3.230, -3.776], [-0.609, -1.865, -3.953], [-1.226, -1.218, -2.905], [-1.750, -2.134, -2.111], [-1.457, -3.378, -2.612], [0.269, -3.988, -5.460], [0.592, -4.904, -3.975], [-0.964, -5.090, -4.827], [-0.099, -1.371, -4.766], [-2.362, -2.008, -1.227], [-1.713, -4.266, -2.192]], "mulliken_charge": [-0.454, 0.075, 0.744, 0.237, -0.488, 0.376, -0.462, -0.390, 1.305, -2.053, 1.156, -0.742, -0.454, -0.370, -0.810, 0.058, 0.336, 0.197, -0.487, -0.002, -0.502, 1.274, -0.097, -0.541, -0.771, -0.630, -0.426, -0.140, 0.445, -0.855, -0.415, -0.638, -0.694, -0.523, 0.892, -0.230, -0.663, -0.512, -0.676, -0.381, 0.737, 0.146, 0.320, 0.336, 0.332, 0.374, -0.096, 0.550, 0.393, 0.384, 0.539, -0.197, 0.404, 0.359, 0.331, 0.411, 0.392, 0.231, 0.396, 0.352, 0.387, 0.269, -1.320, 0.354, -0.500, -0.017, -0.418, -0.035, 0.298, 0.282, 0.343, 0.339, 0.408, 0.225]}

Entry 7:
{"formula": "C5H12NO", "method": "ωB97M-V/def2-TZVPD", "e_homo_ev": -14.16, "lumo_ev": -5.3, "orbital_gap_ev": 8.8668, "charge": 1, "elements": ["C", "C", "C", "C", "C", "N", "H", "H", "H", "H", "H", "H", "H", "H", "H", "H", "H", "H", "O"], "coordinates": [[0.831, -1.335, 1.899], [0.451, -1.571, 0.417], [0.296, -0.349, -0.439], [-0.239, -0.369, -1.638], [0.712, 2.013, -0.375], [0.572, 0.898, 0.231], [1.237, -2.258, 2.309], [1.684, -0.654, 1.994], [0.007, -1.112, 2.528], [1.102, -2.346, 0.003], [-0.454, -2.177, 0.508], [-0.284, -1.323, -2.162], [-0.424, 0.336, -2.431], [1.165, 2.915, 0.029], [0.395, 2.042, -1.402], [0.728, 0.890, 1.233], [-2.835, 0.783, -1.233], [-2.628, 2.033, -0.339], [-2.315, 1.585, -1.130]], "mulliken_charge": [-1.503, -0.256, 0.900, -1.454, -0.151, 0.131, 0.368, 0.458, 0.376, 0.403, 0.300, 0.301, 0.359, 0.288, 0.221, 0.242, 0.330, 0.310, -0.622]}

Entry 8:
{"formula": "C9H16Cl3NaO21", "method": "ωB97M-V/def2-TZVPD", "e_homo_ev": -3.69, "lumo_ev": 2.8, "orbital_gap_ev": 6.4434, "charge": -2, "elements": ["Na", "Cl", "O", "O", "O", "O", "Cl", "O", "O", "O", "O", "Cl", "O", "O", "O", "O", "C", "C", "O", "C", "O", "O", "H", "H", "H", "H", "C", "O", "C", "O", "O", "C", "H", "H", "H", "H", "H", "H", "C", "O", "C", "O", "O", "C", "H", "H", "H", "H", "H", "H"], "coordinates": [[-0.064, 0.637, 1.520], [-1.632, 3.097, 5.078], [-0.646, 2.117, 5.356], [-2.148, 3.619, 6.327], [-1.044, 4.153, 4.299], [-2.547, 2.487, 4.221], [0.203, -4.625, 4.172], [0.146, -4.054, 5.502], [-0.997, -5.378, 3.783], [0.484, -3.511, 3.331], [1.401, -5.480, 4.188], [5.441, 0.449, 2.887], [5.881, 0.640, 4.217], [5.224, -0.972, 2.713], [4.219, 1.147, 2.880], [6.457, 0.956, 2.094], [2.311, 5.039, -1.144], [1.856, 5.386, -2.497], [0.546, 4.961, -2.423], [0.407, 3.984, -1.430], [-0.571, 3.254, -1.335], [1.510, 3.976, -0.717], [2.116, 5.854, -0.447], [3.370, 4.794, -1.227], [2.242, 4.848, -3.362], [1.848, 6.476, -2.526], [-5.849, -0.794, 0.512], [-5.609, -1.979, -0.200], [-4.385, -2.420, -0.299], [-3.440, -1.835, 0.226], [-4.405, -3.694, -0.901], [-3.359, -4.666, -0.567], [-5.919, 0.015, -0.215], [-5.156, -0.517, 1.306], [-6.708, -0.952, 1.165], [-3.371, -5.306, -1.449], [-3.642, -5.258, 0.303], [-2.359, -4.257, -0.424], [-0.450, -2.073, -4.809], [0.851, -1.341, -4.786], [1.431, -0.992, -3.608], [0.899, -1.097, -2.460], [2.670, -0.505, -3.920], [3.607, 0.032, -2.970], [-0.971, -2.063, -3.852], [-0.287, -3.113, -5.094], [-1.199, -1.560, -5.412], [3.098, 0.307, -2.046], [4.176, 0.896, -3.315], [4.363, -0.683, -2.646]], "mulliken_charge": [0.983, 1.639, -0.646, -0.667, -0.672, -0.642, 1.562, -0.651, -0.644, -0.603, -0.661, 1.660, -0.707, -0.667, -0.631, -0.649, -0.405, -0.248, -0.351, 0.680, -0.571, -0.257, 0.296, 0.320, 0.282, 0.252, -0.691, -0.318, 0.803, -0.571, -0.328, -0.590, 0.271, 0.341, 0.270, 0.213, 0.278, 0.323, -0.644, -0.315, 0.831, -0.603, -0.308, -0.635, 0.304, 0.265, 0.274, 0.306, 0.246, 0.277]}